Below is a single C4H5NO molecule, with properties calculated with ωB97M-V with the def2-TZVPD basis set.

Computed properties:
**Relative energy (zero: lowest compared OMol25 entry of this formula, charge and spin)**: 1.3556 eV
**SMILES string**: N#C[C@@H]1C[C@@H]1O
**Energy**: -285.3648 Ha
**Charge**: 0
**Frontier orbital gap**: 11.01 eV

Geometry as XYZ:
```
11
Properties=species:S:1:pos:R:3:forces:R:3:lowdin_charge:R:1
H -0.638 2.192 -0.459 0.1 -0.1 -0.1 0.1098
H -0.877 -1.910 -0.375 0.0 0.2 0.0 0.1104
H 0.255 -0.951 -1.462 -0.1 0.0 0.2 0.1257
C 0.320 -0.331 0.666 0.1 0.0 0.1 -0.2109
H -1.781 0.331 0.472 0.2 0.0 -0.1 0.1487
O -0.627 1.363 -0.955 0.0 0.2 0.1 0.0120
H 0.087 -0.754 1.639 0.0 0.1 -0.1 0.1393
N 2.756 0.564 0.528 -1.1 -0.3 0.0 0.1453
C -0.316 -0.996 -0.540 0.0 -0.1 -0.1 -0.0436
C 1.664 0.182 0.568 0.9 0.3 -0.1 -0.1945
C -0.842 0.310 -0.083 -0.1 -0.2 0.1 -0.3422
```
Positions in Å, forces in eV/Å.



Below is a single C4H5NO molecule, with properties calculated with ωB97M-V with the def2-TZVPD basis set.

Computed properties:
**Relative energy (zero: lowest compared OMol25 entry of this formula, charge and spin)**: 4.7335 eV
**Energy**: -285.2406 Ha
**Charge**: 0
**Frontier orbital gap**: 8.67 eV

Geometry as XYZ:
```
11
Properties=species:S:1:pos:R:3:forces:R:3:lowdin_charge:R:1
O 1.738 0.359 -0.923 0.2 0.3 0.0 -0.0231
H -1.321 -1.562 0.939 0.0 0.1 0.0 0.0779
H 1.138 -0.185 0.996 -0.2 0.0 -0.1 0.1601
C -0.536 0.248 -0.100 0.0 -0.4 0.1 0.0437
H 0.912 -1.394 -0.287 -0.1 0.2 -0.1 0.1430
H -2.347 -0.063 0.969 0.0 -0.1 -0.1 0.0828
C -1.589 -0.629 0.420 0.1 0.0 0.1 -0.1437
N 1.631 2.798 -0.644 0.1 -1.0 -0.2 0.1612
H -2.093 -0.891 -0.530 0.0 0.0 0.1 0.1109
C 1.667 1.648 -0.793 0.1 1.0 0.2 -0.3984
C 0.799 -0.329 -0.048 -0.3 0.0 0.0 -0.2144
```
Positions in Å, forces in eV/Å.



Below is a single C4H5NO molecule, with properties calculated with ωB97M-V with the def2-TZVPD basis set.

Computed properties:
**Relative energy (zero: lowest compared OMol25 entry of this formula, charge and spin)**: 1.8260 eV
**SMILES string**: N#CCCC=O
**Energy**: -285.3475 Ha
**Charge**: 0
**Frontier orbital gap**: 10.50 eV

Geometry as XYZ:
```
11
Properties=species:S:1:pos:R:3:forces:R:3:lowdin_charge:R:1
H -2.561 -0.561 -0.231 0.0 0.1 0.1 0.1226
C -1.700 0.122 -0.087 -0.1 0.1 0.0 -0.2604
O -1.859 1.298 0.121 0.0 -0.3 -0.1 0.0613
H 0.714 0.966 0.947 0.0 -0.1 -0.5 0.1233
N 2.688 -0.454 0.862 1.5 -1.0 -1.0 0.1605
H -0.279 -1.299 0.613 0.0 0.2 -0.2 0.1337
H 0.764 1.271 -0.788 -0.5 0.1 -0.3 0.1107
C -0.350 -0.530 -0.174 -0.1 0.1 -0.2 -0.1759
H -0.252 -1.068 -1.122 -0.2 0.0 0.0 0.1245
C 0.762 0.488 -0.042 -0.3 0.3 -0.4 -0.2192
C 2.074 -0.234 -0.097 -0.3 0.7 2.6 -0.1812
```
Positions in Å, forces in eV/Å.